Density functional theory data (ωB97M-V/def2-TZVPD) for a single C5H8N2O molecule.

Each line ends with the Mulliken charge.
Positions of all 16 atoms, in Å:
1 C -2.058 0.147 -0.519  -0.37
2 H 2.779 1.817 -0.271  0.35
3 N -0.943 0.086 0.335  -0.05
4 H -2.451 1.160 -0.734  0.25
5 H 1.387 -1.970 -0.764  0.43
6 H -2.056 -0.581 -1.480  0.24
7 C 0.940 -1.109 -0.469  -0.29
8 H -2.347 -1.542 0.961  0.25
9 H 1.409 1.447 0.999  0.24
10 H -2.268 0.306 1.642  0.35
11 O 3.039 -0.883 0.539  -0.56
12 C 2.059 -0.265 -0.019  0.64
13 C 1.885 1.276 -0.011  -0.89
14 H 1.197 1.527 -0.784  0.30
15 C -2.242 -0.402 0.861  -0.44
16 N -0.333 -1.013 -0.288  -0.45

Values from the calculation:
relative energy (zero: lowest compared OMol25 entry of this formula, charge and spin)	113.13	kcal/mol
SMILES string	CC(=O)/C=N\N1CC1
energy	-10337.820	eV
max |F|	5.0	eV Å⁻¹
gap between HOMO and LUMO	9.2477	eV



Density functional theory data (ωB97M-V/def2-TZVPD) for a single C5H8N2O molecule.

Each line ends with the Mulliken charge.
Positions of all 16 atoms, in Å:
1 C 3.075 0.150 -0.163  -1.26
2 C -1.148 -1.076 0.103  -0.33
3 H 1.130 0.728 -1.254  0.29
4 H 3.317 -0.786 0.215  0.31
5 H 3.451 0.886 0.553  0.35
6 N -2.279 0.808 -0.406  -0.33
7 C -1.006 1.078 0.161  -0.43
8 H 3.734 0.627 -1.016  0.30
9 O 1.031 -0.071 0.650  -0.29
10 H -0.894 2.178 0.348  0.38
11 H -0.757 -0.138 1.747  0.27
12 H 1.611 -1.167 -1.012  0.28
13 C -0.402 -0.147 0.606  0.62
14 N -2.311 -0.600 -0.358  -0.36
15 C 1.645 -0.171 -0.582  -0.06
16 H -0.692 -2.218 -0.181  0.26

Values from the calculation:
relative energy (zero: lowest compared OMol25 entry of this formula, charge and spin)	146.28	kcal/mol
SMILES string	CCOC1C=NN=C1
energy	-10336.383	eV
max |F|	11.4	eV Å⁻¹
gap between HOMO and LUMO	9.3347	eV



Density functional theory data (ωB97M-V/def2-TZVPD) for a single C5H8N2O molecule.

Each line ends with the Mulliken charge.
Positions of all 16 atoms, in Å:
1 H 1.642 -0.447 2.087  0.40
2 C -0.729 -0.938 -0.079  -0.18
3 H -0.585 -1.656 -2.123  0.24
4 N -0.131 -0.016 -1.059  0.18
5 C 0.139 1.676 0.063  0.01
6 H 0.030 2.616 0.420  0.53
7 N -0.367 1.253 -1.000  -0.80
8 C 0.788 -0.266 1.503  -0.71
9 O 0.955 1.100 0.925  -0.39
10 H -0.146 -0.192 2.041  0.41
11 H -1.511 -0.500 0.629  0.26
12 C 0.397 -1.532 0.683  -0.57
13 H 1.253 -1.664 0.045  0.34
14 H 0.126 -2.246 1.410  0.35
15 H -2.088 -0.825 -1.777  0.30
16 C -1.075 -1.030 -1.458  -0.38

Values from the calculation:
relative energy (zero: lowest compared OMol25 entry of this formula, charge and spin)	111.51	kcal/mol
SMILES string	C1=NN2C[C@H]2CCO1
energy	-10337.891	eV
max |F|	4.7	eV Å⁻¹
gap between HOMO and LUMO	9.5444	eV



Density functional theory data (ωB97M-V/def2-TZVPD) for a single C5H8N2O molecule.

Each line ends with the Mulliken charge.
Positions of all 16 atoms, in Å:
1 O 1.893 0.741 -0.117  -0.39
2 H 3.790 0.180 0.445  0.23
3 C -1.633 0.703 -0.310  -0.18
4 H -3.220 -0.534 0.277  0.25
5 C 0.590 0.317 -0.145  0.46
6 H -0.127 2.156 -0.141  0.24
7 H 2.965 -1.002 -0.889  0.25
8 N -0.423 1.287 0.130  -0.28
9 H -2.295 1.349 -0.805  0.44
10 C 2.904 -0.413 0.152  -0.56
11 C -2.194 -0.331 0.565  -0.69
12 H -1.497 -1.411 -1.223  0.40
13 H 2.599 -1.108 0.959  0.30
14 H -2.095 -0.336 1.706  0.23
15 C -1.311 -0.732 -0.458  -0.10
16 N 0.054 -0.865 -0.148  -0.60

Values from the calculation:
relative energy (zero: lowest compared OMol25 entry of this formula, charge and spin)	74.91	kcal/mol
SMILES string	COC1=N[C@H]2C[C@H]2N1
energy	-10339.478	eV
max |F|	5.1	eV Å⁻¹
gap between HOMO and LUMO	9.3429	eV



Density functional theory data (ωB97M-V/def2-TZVPD) for a molecular structure, C5H8N2O2.

Each line ends with the Mulliken charge.
Positions of all 17 atoms, in Å:
1 N 1.610 -0.651 -0.363  -0.35
2 H 2.004 1.160 -1.612  0.26
3 C -1.619 0.623 -0.525  -0.70
4 C 2.311 0.666 -0.590  -0.74
5 H 3.390 0.386 -0.881  0.30
6 H 2.357 1.151 0.422  0.25
7 C -0.651 -0.738 0.882  0.76
8 C 0.183 -0.521 -0.232  -0.58
9 N -0.496 0.152 -1.081  -0.02
10 C -1.845 -0.053 0.631  0.46
11 H 0.619 -1.085 2.545  0.37
12 H 1.814 -1.332 -1.116  0.28
13 O -2.902 -0.196 1.495  -0.49
14 H -0.048 0.826 -1.904  0.32
15 O -0.511 -1.320 2.101  -0.71
16 H -3.700 0.004 1.162  0.29
17 H -2.516 0.927 -0.932  0.31

Values from the calculation:
relative energy (zero: lowest compared OMol25 entry of this formula, charge and spin)	124.58	kcal/mol
energy	-12385.533	eV
max |F|	9.3	eV Å⁻¹
gap between HOMO and LUMO	8.3171	eV



Density functional theory data (ωB97M-V/def2-TZVPD) for a molecular structure, C5H8N2O2.

Each line ends with the Mulliken charge.
Positions of all 17 atoms, in Å:
1 C -0.441 0.270 0.710  -0.53
2 H 0.664 2.055 0.551  0.42
3 O 2.451 -1.395 0.411  -0.70
4 H -1.260 2.872 -0.398  0.37
5 N -0.689 -1.816 -0.198  -0.49
6 H 0.800 -0.689 2.327  0.33
7 H 1.210 0.310 -1.873  0.44
8 C 0.176 1.472 -0.203  -0.38
9 C 0.769 0.143 -0.830  -0.27
10 H -1.252 0.498 1.334  0.68
11 C -0.514 -0.459 -0.645  -0.26
12 O -0.863 2.134 -1.017  -0.53
13 H -0.534 -2.673 -0.825  0.21
14 N 0.734 -0.214 1.306  -0.18
15 C 1.561 -0.459 0.359  0.31
16 H -1.107 -0.155 -1.486  0.34
17 H -1.706 -1.894 0.477  0.25

Values from the calculation:
relative energy (zero: lowest compared OMol25 entry of this formula, charge and spin)	128.47	kcal/mol
energy	-12385.365	eV
max |F|	7.5	eV Å⁻¹
gap between HOMO and LUMO	9.4324	eV



Density functional theory data (ωB97M-V/def2-TZVPD) for 2 unconnected molecules or ions with the total composition C5H8N2O2.

Each line ends with the Mulliken charge.
Positions of all 17 atoms, in Å:
1 C -1.677 -0.743 1.209  1.71
2 N -3.751 -0.489 0.056  -0.48
3 N 0.257 1.031 1.346  -0.65
4 H -0.564 -2.589 1.276  0.36
5 H 1.733 -0.722 -0.225  0.30
6 H 1.605 0.927 -0.135  0.37
7 H -2.343 -1.965 -0.501  0.34
8 C -3.803 -0.033 1.234  0.00
9 H -4.628 0.535 1.668  0.39
10 H -1.920 -0.308 -0.967  0.34
11 O -2.685 -0.073 1.992  -0.39
12 O 1.647 0.073 -0.759  -0.69
13 C -0.491 0.152 1.134  -0.14
14 C -2.377 -0.917 -0.177  -0.70
15 H -2.228 -2.684 1.918  0.37
16 C -1.322 -2.067 1.873  -1.51
17 H -0.941 -1.910 2.889  0.37

Values from the calculation:
relative energy (zero: lowest compared OMol25 entry of this formula, charge and spin)	55.73	kcal/mol
SMILES string	C[C@@]1(C#N)CN=CO1.O
energy	-12388.519	eV
max |F|	3.8	eV Å⁻¹
gap between HOMO and LUMO	10.9104	eV



Density functional theory data (ωB97M-V/def2-TZVPD) for a single C5H8N2O2 molecule.

Each line ends with the Mulliken charge.
Positions of all 17 atoms, in Å:
1 N 2.326 -0.414 -0.288  -0.40
2 C 1.333 -1.337 -0.649  -0.05
3 O -0.387 0.905 0.557  -0.27
4 H -3.195 1.346 -0.130  0.26
5 H -2.744 0.719 1.595  0.26
6 C 0.965 1.208 0.591  -0.20
7 H 1.134 2.374 0.599  0.19
8 N -2.124 -0.530 -0.060  -0.55
9 C -0.840 -0.301 0.062  0.68
10 H -4.078 -0.033 0.550  0.27
11 H -0.429 -2.342 -0.644  0.34
12 H 1.429 0.754 1.494  0.35
13 O 1.765 0.909 -0.512  -0.27
14 C 0.021 -1.384 -0.481  -0.56
15 C -3.047 0.466 0.572  -0.72
16 H 3.008 -0.384 -1.029  0.31
17 H 1.839 -2.251 -0.930  0.35

Values from the calculation:
relative energy (zero: lowest compared OMol25 entry of this formula, charge and spin)	106.59	kcal/mol
SMILES string	C/N=C1/C=CNOCO1
energy	-12386.313	eV
max |F|	3.7	eV Å⁻¹
gap between HOMO and LUMO	9.5579	eV